Record 1
{"formula": "C44H36N8O16S", "method": "wB97M-V/def2-TZVPD", "orbital_gap_ev": 7.5, "smiles": "O=C1C=C(CCSc2nnco2)C(=O)O1.O=[N+]([O-])c1ccccc1.O=[N+]([O-])c1ccccc1.O=[N+]([O-])c1ccccc1.O=[N+]([O-])c1ccccc1.O=[N+]([O-])c1ccccc1.O=[N+]([O-])c1ccccc1", "e_tot_ev": -101702.1072, "elements": ["O", "C", "C", "C", "C", "C", "S", "C", "N", "N", "C", "O", "C", "O", "O", "H", "H", "H", "H", "H", "H", "O", "N", "O", "C", "C", "C", "C", "C", "C", "H", "H", "H", "H", "H", "O", "N", "O", "C", "C", "C", "C", "C", "C", "H", "H", "H", "H", "H", "O", "N", "O", "C", "C", "C", "C", "C", "C", "H", "H", "H", "H", "H", "O", "N", "O", "C", "C", "C", "C", "C", "C", "H", "H", "H", "H", "H", "O", "N", "O", "C", "C", "C", "C", "C", "C", "H", "H", "H", "H", "H", "O", "N", "O", "C", "C", "C", "C", "C", "C", "H", "H", "H", "H", "H"], "coordinates": [[9.718061, -3.324839, 0.145136], [9.812628, -2.275519, -0.688513], [9.318004, -0.749455, -0.335300], [8.996993, -0.121490, -1.642195], [8.416541, 1.340624, -2.081780], [7.611921, 2.166800, -0.920817], [6.423253, 1.155876, 0.112411], [5.317138, 0.206992, -1.063567], [3.807633, 0.151306, -0.985732], [3.418555, -0.653168, -2.074320], [4.621634, -1.118071, -2.877743], [5.816374, -0.579926, -2.201959], [9.359985, -1.265570, -2.764555], [9.004596, -1.403578, -4.045076], [10.297226, -2.209041, -2.076085], [9.197890, -0.170152, 0.675320], [7.686510, 1.203845, -3.009786], [9.329260, 1.999454, -2.475964], [6.946936, 2.977974, -1.491909], [8.407491, 2.703758, -0.242125], [4.705351, -1.777919, -3.844957], [2.873987, 3.054088, -1.324921], [2.211826, 2.614516, -2.276773], [2.681677, 1.946518, -3.209007], [0.774271, 2.909788, -2.303668], [0.207563, 3.693662, -1.289196], [-1.155812, 3.991432, -1.333167], [-1.944446, 3.506688, -2.377782], [-1.379497, 2.717531, -3.381110], [-0.016632, 2.415434, -3.349397], [0.808565, 4.079055, -0.468450], [-1.603690, 4.604603, -0.554077], [-3.005925, 3.746218, -2.410805], [-2.001303, 2.341019, -4.190334], [0.409182, 1.801825, -4.140543], [-4.693376, 3.621133, -4.165155], [-5.343272, 3.794597, -3.123402], [-4.983291, 3.413484, -2.000368], [-6.629045, 4.494768, -3.228392], [-7.092695, 4.910154, -4.484280], [-8.327746, 5.554136, -4.580872], [-9.088443, 5.784155, -3.433452], [-8.619447, 5.378765, -2.182730], [-7.387138, 4.731277, -2.073913], [-6.511903, 4.738263, -5.387877], [-8.699332, 5.874375, -5.551915], [-10.053407, 6.281629, -3.514478], [-9.216774, 5.564265, -1.292766], [-7.037079, 4.418661, -1.092345], [4.459142, 0.130794, 2.287363], [3.809245, 0.304257, 3.329115], [4.169226, -0.076856, 4.452150], [2.523473, 1.004428, 3.224125], [2.059822, 1.419815, 1.968238], [0.824772, 2.063797, 1.871646], [0.064075, 2.293816, 3.019066], [0.533071, 1.888426, 4.269788], [1.765380, 1.240938, 4.378604], [2.640615, 1.247924, 1.064641], [0.453185, 2.384035, 0.900602], [-0.900889, 2.791290, 2.938039], [-0.064256, 2.073926, 5.159752], [2.115439, 0.928322, 5.360173], [-2.995455, -1.481701, 2.669445], [-1.777916, -1.307739, 2.827691], [-1.261421, -0.234749, 3.171153], [-0.887272, -2.449344, 2.586939], [-1.425144, -3.671562, 2.160737], [-0.570570, -4.746840, 1.909989], [0.806249, -4.602538, 2.087991], [1.338179, -3.387319, 2.522612], [0.493815, -2.303992, 2.773853], [-2.495764, -3.800094, 2.017192], [-0.977739, -5.697542, 1.572447], [1.469118, -5.442133, 1.885786], [2.412007, -3.283594, 2.661828], [0.924213, -1.362610, 3.108972], [2.387144, -7.162328, 2.735248], [3.016293, -7.003408, 3.791950], [2.496407, -6.940897, 4.915271], [4.475998, -6.875653, 3.705856], [5.102432, -6.902986, 2.452219], [6.488793, -6.756661, 2.374861], [7.240670, -6.589462, 3.538848], [6.615321, -6.573138, 4.786756], [5.229214, -6.715659, 4.876553], [4.530660, -7.032340, 1.535868], [6.983565, -6.769822, 1.406056], [8.320778, -6.470115, 3.473073], [7.208503, -6.445352, 5.689558], [4.756521, -6.697570, 5.856339], [-13.195455, 2.271446, -0.949436], [-11.977916, 2.445408, -0.791190], [-11.461421, 3.518398, -0.447728], [-11.087272, 1.303803, -1.031942], [-11.625144, 0.081585, -1.458144], [-10.770570, -0.993693, -1.708892], [-9.393751, -0.849391, -1.530890], [-8.861821, 0.365828, -1.096269], [-9.706185, 1.449155, -0.845028], [-12.695764, -0.046947, -1.601689], [-11.177739, -1.944395, -2.046434], [-8.730882, -1.688987, -1.733095], [-7.787993, 0.469553, -0.957053], [-9.275787, 2.390537, -0.509909]], "forces_ev_per_a": [[1.2, 6.9, -6.3], [-0.9, -2.3, 4.2], [-0.8, 1.4, -4.6], [0.9, -2.2, 2.2], [0.1, -0.5, -0.5], [0.3, 0.7, -2.0], [-0.6, -0.9, -1.4], [-3.7, -1.0, -1.8], [6.4, -1.7, -3.1], [5.3, -1.1, -1.8], [-2.1, 3.1, 4.9], [-4.0, 0.7, 1.1], [-1.1, 0.1, -4.5], [2.6, 0.9, 9.0], [-3.3, 0.1, 1.2], [0.2, -1.9, -2.0], [1.7, 0.0, 2.0], [-1.9, -1.5, 0.9], [1.7, -1.6, 1.3], [-1.9, -1.2, -0.9], [-0.1, 1.6, 2.4], [-0.9, -0.6, -1.3], [1.3, -0.3, -0.1], [-0.6, 1.1, 1.3], [-0.9, 0.2, 0.0], [0.0, 0.0, -0.1], [0.3, -0.3, -0.3], [0.1, 0.1, 0.0], [0.3, 0.1, 0.3], [0.0, 0.0, 0.1], [0.1, -0.1, -0.3], [0.1, -0.1, -0.1], [0.6, -0.2, 0.0], [0.1, 0.1, 0.2], [0.1, 0.2, 0.3], [-0.9, 0.2, 1.6], [0.8, -0.5, -0.1], [-0.7, 0.4, -1.5], [-0.9, 0.5, -0.1], [0.0, 0.0, 0.1], [0.2, -0.1, 0.4], [0.1, -0.1, 0.0], [0.2, -0.1, -0.3], [0.0, 0.0, -0.1], [0.0, -0.1, 0.4], [0.1, -0.1, 0.2], [0.2, -0.1, 0.0], [0.1, -0.1, -0.2], [0.1, 0.0, -0.3], [-0.9, 0.2, 1.6], [1.0, -0.5, 0.0], [-0.4, 0.5, -1.6], [-0.9, 0.5, -0.1], [0.1, -0.1, 0.0], [0.1, -0.1, 0.5], [0.2, 0.1, 0.0], [0.3, 0.0, -0.3], [-0.1, 0.0, 0.0], [0.0, -0.1, 0.2], [0.1, -0.2, 0.2], [0.2, -0.1, 0.0], [0.2, -0.1, -0.2], [0.1, 0.0, -0.3], [1.7, 0.3, 0.2], [-0.8, 0.8, 0.2], [-0.9, -1.6, -0.5], [0.6, -0.7, -0.2], [0.1, 0.0, 0.0], [0.1, 0.4, 0.1], [0.0, 0.1, -0.1], [-0.5, 0.0, -0.1], [0.0, 0.0, 0.0], [0.2, 0.3, 0.1], [0.1, 0.2, 0.1], [-0.3, 0.3, 0.1], [-0.2, 0.1, 0.0], [-0.3, -0.1, -0.1], [0.9, 0.0, 1.5], [-1.2, -0.1, 0.4], [0.7, -0.1, -1.8], [1.0, 0.1, -0.1], [0.0, 0.0, 0.1], [-0.2, 0.0, 0.3], [-0.1, 0.0, 0.0], [-0.3, -0.1, -0.4], [0.0, 0.0, 0.0], [0.0, 0.0, 0.4], [-0.2, 0.0, 0.2], [-0.2, 0.0, 0.0], [-0.2, 0.0, -0.2], [-0.1, 0.0, -0.4], [1.9, 0.3, 0.3], [-0.9, 1.0, 0.2], [-0.7, -1.4, -0.5], [0.6, -0.8, -0.2], [0.1, 0.1, 0.0], [0.1, 0.4, 0.1], [-0.1, 0.1, 0.0], [-0.4, 0.0, -0.1], [-0.1, 0.0, 0.0], [0.2, 0.3, 0.1], [0.0, 0.2, 0.1], [-0.1, 0.2, 0.1], [-0.2, 0.0, 0.0], [-0.3, -0.2, -0.1]]}

***

Record 2
{"formula": "H4O2", "method": "wB97M-V/def2-TZVPD", "orbital_gap_ev": 12.0, "smiles": "O.O", "relative_energy_ev": 0.175, "e_tot_ev": -4159.7641, "elements": ["O", "H", "H", "O", "H", "H"], "coordinates": [[1.146200, -0.495738, -1.889514], [0.865230, -0.085399, -1.040435], [0.889100, -1.441768, -1.804844], [-0.600990, 0.520612, 1.519444], [-0.919239, 1.422402, 1.287625], [-1.380300, 0.079892, 1.927724]], "forces_ev_per_a": [[-0.5, -0.6, 0.9], [0.2, -0.5, -0.8], [0.3, 1.1, 0.0], [-1.1, 0.5, 0.1], [0.3, -1.0, 0.3], [0.8, 0.5, -0.4]]}